Entry 1:
Below is a cluster of 4 separate species, C30H56FN2O11S in total in a non-equilibrium geometry, with properties calculated with ωB97M-V/def2-TZVPD.

CARTESIAN COORDINATES (ANGSTROEM)
C 3.89 -5.77 0.97
C 3.29 -4.37 0.71
C 2.45 -4.45 -0.55
N 1.72 -3.28 -1.01
C 1.48 -2.09 -0.24
C 0.71 -2.39 1.08
C -0.29 -3.53 1.02
O 0.23 -4.69 1.67
C 0.49 -1.28 -1.13
C 0.38 0.24 -0.90
C 0.08 0.86 -2.28
C -0.80 0.69 0.01
C -2.17 0.17 -0.39
O -2.44 -1.03 0.33
C -3.82 -1.31 0.33
C -4.16 -2.49 1.22
C 1.66 0.94 -0.45
N 2.54 0.14 0.46
C 2.10 0.31 1.88
C 3.15 -0.17 2.88
C 3.11 0.67 4.14
F 2.98 -1.49 3.18
C 2.78 -1.25 0.00
C 3.62 -1.27 -1.28
C 4.72 -0.20 -1.40
C 5.74 -0.11 -0.25
S 6.38 -1.69 0.37
H 4.74 -5.94 0.33
H 3.11 -6.50 0.77
H 4.13 -5.89 2.02
H 4.14 -3.71 0.61
H 2.73 -4.12 1.60
H 3.12 -4.79 -1.34
H 1.77 -5.29 -0.42
H 1.68 -3.17 -2.01
H 1.36 -2.49 1.95
H 0.09 -1.52 1.28
H -1.18 -3.21 1.55
H -0.58 -3.73 0.00
H 0.05 -5.46 1.11
H 0.74 -1.42 -2.17
H -0.48 -1.74 -1.01
H -0.71 0.32 -2.79
H -0.13 1.93 -2.21
H 0.96 0.74 -2.90
H -0.83 1.77 -0.10
H -0.66 0.44 1.06
H -2.90 0.90 -0.06
H -2.26 -0.07 -1.45
H -4.39 -0.44 0.69
H -4.17 -1.53 -0.68
H -4.58 -2.15 2.16
H -4.89 -3.15 0.75
H -3.28 -3.07 1.44
H 2.25 1.14 -1.34
H 1.39 1.91 -0.05
H 3.44 0.63 0.45
H 2.04 1.38 2.04
H 1.12 -0.08 2.09
H 4.13 -0.03 2.40
H 3.21 1.71 3.84
H 3.93 0.43 4.80
H 2.16 0.52 4.64
H 3.41 -1.72 0.74
H 4.12 -2.23 -1.30
H 3.01 -1.22 -2.17
H 4.27 0.78 -1.55
H 5.27 -0.41 -2.31
H 6.61 0.40 -0.64
H 5.41 0.51 0.57
H 5.55 -1.95 1.39
C 2.85 5.59 1.52
C 1.64 6.49 1.46
O 0.91 5.95 0.34
C 1.28 4.67 0.18
O 0.74 3.90 -0.55
O 2.34 4.36 0.97
H 3.21 5.43 2.53
H 3.67 5.94 0.89
H 1.01 6.42 2.35
H 1.89 7.53 1.29
C -3.23 3.98 -1.65
C -3.95 5.30 -1.85
O -5.30 4.96 -1.55
C -5.30 3.86 -0.75
O -6.24 3.42 -0.19
O -4.05 3.33 -0.68
H -2.21 4.09 -1.29
H -3.22 3.38 -2.56
H -3.61 6.07 -1.14
H -3.87 5.69 -2.86
C -7.37 0.38 -1.23
C -8.68 0.27 -1.99
O -8.24 -0.15 -3.28
C -7.04 -0.77 -3.14
O -6.48 -1.38 -4.00
O -6.55 -0.59 -1.89
H -7.47 0.14 -0.17
H -6.91 1.36 -1.33
H -9.34 -0.49 -1.57
H -9.21 1.22 -2.06

As for the spin multiplicity: 1. For the HOMO-LUMO gap, the calculation gives 8.61 eV. The net charge is +1.

---

Entry 2:
Below is a cluster of 3 separate species, C30H56FN7O6P2S in total in a non-equilibrium geometry, with properties calculated with ωB97M-V/def2-TZVPD.

CARTESIAN COORDINATES (ANGSTROEM)
C 2.38 0.23 2.91
C 1.21 1.09 2.24
C 0.85 2.40 2.73
C 1.58 3.13 3.94
C 1.41 2.76 5.43
C 2.25 3.56 6.49
C 3.20 4.73 6.09
C 3.36 5.12 4.57
C 2.54 4.31 3.53
C -0.37 3.09 1.92
O -1.30 3.69 2.51
C -0.29 2.87 0.30
S -0.66 4.32 -0.77
O -1.65 4.07 -1.86
O 0.67 4.83 -1.29
F -1.34 5.53 0.21
C 0.09 1.58 -0.18
C 0.22 1.28 -1.74
C 1.70 1.79 -2.19
C 2.61 0.64 -2.85
C 2.69 -0.72 -2.01
C 3.65 -0.64 -0.72
N 3.33 -1.88 0.11
C 0.42 0.49 0.97
O 0.09 -0.72 0.90
H 3.32 0.87 2.94
H 2.60 -0.63 2.17
H 2.09 -0.24 3.91
H 0.72 1.92 5.76
H 2.20 3.34 7.62
H 3.85 5.33 6.82
H 4.06 5.94 4.21
H 2.67 4.57 2.41
H -0.56 1.87 -2.34
H 0.05 0.17 -2.01
H 2.27 2.20 -1.26
H 1.64 2.68 -2.92
H 2.27 0.46 -3.92
H 3.69 1.07 -2.89
H 3.17 -1.51 -2.72
H 1.69 -1.15 -1.69
H 4.74 -0.79 -1.07
H 3.53 0.32 -0.12
H 4.19 -2.26 0.52
H 2.94 -2.59 -0.56
C -7.36 4.34 3.08
N -6.95 3.40 2.07
C -6.92 2.03 2.56
P -6.56 3.68 0.43
O -7.74 2.84 -0.08
N -7.24 5.17 -0.11
C -7.58 6.31 0.72
C -8.14 5.12 -1.26
N -5.15 4.62 0.96
C -4.36 5.12 -0.19
C -4.18 3.90 1.80
H -6.70 5.20 3.14
H -7.34 3.90 4.09
H -8.39 4.68 2.92
H -5.94 1.80 3.00
H -7.09 1.30 1.76
H -7.69 1.84 3.32
H -8.53 6.17 1.23
H -7.67 7.22 0.11
H -6.81 6.55 1.45
H -9.15 4.82 -0.96
H -7.77 4.43 -2.02
H -8.20 6.10 -1.75
H -3.96 4.28 -0.77
H -3.54 5.74 0.15
H -4.95 5.74 -0.86
H -3.89 2.94 1.34
H -4.57 3.70 2.80
H -3.27 4.49 1.96
C 2.88 -8.28 -0.97
N 2.46 -7.21 -1.85
C 1.04 -6.94 -1.76
P 3.40 -6.25 -2.90
O 3.10 -4.96 -2.12
N 5.06 -6.28 -2.43
C 5.72 -7.33 -1.68
C 5.70 -5.00 -2.12
N 3.75 -7.69 -3.87
C 4.60 -7.37 -5.04
C 2.58 -8.39 -4.42
H 3.50 -9.02 -1.49
H 2.03 -8.86 -0.59
H 3.42 -7.90 -0.11
H 0.47 -7.57 -2.45
H 0.80 -5.90 -2.00
H 0.65 -7.11 -0.75
H 5.52 -7.27 -0.61
H 6.81 -7.27 -1.81
H 5.47 -8.33 -2.04
H 5.46 -4.67 -1.11
H 5.38 -4.23 -2.83
H 6.79 -5.07 -2.21
H 4.09 -6.67 -5.72
H 4.86 -8.27 -5.60
H 5.55 -6.91 -4.75
H 1.91 -7.70 -4.94
H 2.01 -8.91 -3.65
H 2.88 -9.18 -5.12

As for the spin multiplicity: 1. For the HOMO-LUMO gap, the calculation gives 5.79 eV. The net charge is 0.

---

Looking at E_LUMO for the records above, in order, we have -2.4 -1.7 eV.